1.
The following is a DFT calculation (ωB97M-V with the def2-TZVPD basis set) of a molecular structure, C32H37N5O5RuSSi.

Last column: Mulliken spin population.
Atoms and positions in Å:
1 Ru 0.4751 0.4065 0.1447  1.079
2 N -1.3270 0.2026 1.2088  -0.007
3 C -1.5628 -0.2097 2.5742  0.014
4 C -2.8954 -0.2779 2.9651  -0.001
5 C -3.2475 -0.7424 4.2182  0.000
6 C -2.2430 -1.1723 5.0705  0.001
7 C -0.9207 -1.0989 4.6724  0.001
8 C -0.5269 -0.5770 3.4300  -0.003
9 C 0.9279 -0.5094 3.0889  0.026
10 C 1.8172 -0.5180 4.1693  0.003
11 C 3.1745 -0.7155 3.9954  0.000
12 C 3.6288 -0.9835 2.7154  -0.001
13 C 2.7574 -0.8925 1.6426  0.007
14 C 1.3987 -0.5441 1.7477  -0.069
15 H -1.7465 -0.5156 0.6087  -0.011
16 H -1.8910 1.0270 1.0092  0.012
17 H -3.6591 0.0317 2.2600  0.001
18 H -4.2887 -0.7915 4.5096  0.000
19 H -2.4892 -1.5786 6.0436  0.000
20 H -0.1571 -1.4746 5.3370  0.000
21 H 1.4335 -0.3549 5.1682  0.000
22 H 3.8504 -0.6844 4.8408  0.000
23 H 4.6728 -1.2114 2.5343  0.000
24 H 3.1753 -1.0829 0.6653  0.000
25 C -5.2319 -1.3070 -2.5540  -0.001
26 C -4.0769 -1.9118 -3.3409  0.001
27 N -3.0708 -0.9392 -3.7436  -0.001
28 C -3.2939 -0.2209 -4.9969  0.000
29 C -3.8896 1.1708 -4.8271  0.000
30 C -2.0378 -0.5773 -2.9348  -0.007
31 S -1.8427 -1.3792 -1.4276  0.024
32 N -1.2324 0.3323 -3.4748  0.000
33 C -0.3969 1.1531 -2.8332  -0.004
34 O -0.3712 1.4760 -1.6267  0.005
35 C 0.5595 1.8656 -3.7574  0.002
36 C 1.6572 2.5285 -3.2169  -0.001
37 C 2.5599 3.1751 -4.0484  -0.001
38 C 2.3586 3.1857 -5.4208  0.000
39 C 1.2564 2.5389 -5.9645  0.000
40 C 0.3649 1.8747 -5.1365  -0.002
41 H -5.9159 -2.0922 -2.2257  0.000
42 H -5.8006 -0.5941 -3.1524  0.000
43 H -4.8485 -0.7974 -1.6702  0.000
44 H -4.4438 -2.3877 -4.2534  0.000
45 H -3.5867 -2.6757 -2.7421  0.000
46 H -3.9594 -0.8446 -5.5968  0.000
47 H -2.3415 -0.1494 -5.5202  0.000
48 H -4.8804 1.1328 -4.3735  0.000
49 H -3.9822 1.6554 -5.8015  0.000
50 H -3.2423 1.7843 -4.2022  0.000
51 H 1.8121 2.5032 -2.1481  0.003
52 H 3.4252 3.6622 -3.6174  0.000
53 H 3.0629 3.6936 -6.0687  0.000
54 H 1.0966 2.5438 -7.0359  0.000
55 H -0.4894 1.3531 -5.5443  0.000
56 O 5.4781 -1.3422 -2.7465  0.000
57 C 4.6014 -2.3177 -2.9175  -0.001
58 O 4.8912 -3.3553 -3.4709  0.000
59 C 3.2293 -2.0795 -2.4049  -0.010
60 C 2.1790 -2.9668 -2.5279  0.000
61 N 1.1119 -2.3970 -1.9471  0.002
62 N 1.3936 -1.1921 -1.4535  0.015
63 C 2.6710 -0.9832 -1.7146  -0.012
64 C 3.2111 0.3128 -1.2065  0.009
65 O 4.3839 0.6250 -1.4642  0.004
66 O 2.3802 0.9994 -0.5512  -0.015
67 H 5.0773 -0.5404 -2.2789  0.000
68 H 2.1415 -3.9338 -2.9990  0.000
69 H 0.1434 -2.6948 -1.8915  0.000
70 C 2.3668 2.8636 1.8263  -0.002
71 Si 0.6105 2.4829 1.2661  -0.058
72 C -0.4393 2.7573 2.8286  0.002
73 C 0.0358 3.8901 0.1413  -0.004
74 H 2.4006 3.8767 2.2413  -0.001
75 H 3.0757 2.7867 1.0039  0.000
76 H 2.6820 2.1626 2.6048  0.001
77 H -0.1520 3.7406 3.2158  -0.001
78 H -0.2686 2.0298 3.6217  0.001
79 H -1.5156 2.7982 2.6314  0.000
80 H 0.1229 4.8343 0.6900  -0.001
81 H -1.0062 3.7618 -0.1609  0.001
82 H 0.6270 3.9607 -0.7718  0.001

- highest occupied orbital energy (alpha / beta) (eV) = -5.0 / -4.7
- HOMO-LUMO gap (alpha / beta) (eV) = 7.37 / 7.12
- energy relative to the best compared isomer or geometry (same formula, charge and spin) (kcal per mole) = 14.7
- ⟨S²⟩ = 0.76
- 2S+1 = 2
- total charge = -1


2.
The following is a DFT calculation (ωB97M-V with the def2-TZVPD basis set) of a molecular structure, C32H39CdClN3S.

Last column: Mulliken charge in e.
Atoms and positions in Å:
1 Cd -1.8699 -0.3598 -0.1798  1.258
2 C -0.3952 2.1959 6.9648  -1.627
3 C 0.1589 0.8975 6.3623  2.118
4 C -0.3999 -0.3054 7.1352  -1.611
5 C 1.6800 0.9058 6.5113  -2.161
6 C -0.2796 0.7954 4.9046  0.312
7 C -1.6340 0.7766 4.5780  -0.571
8 C -2.0086 0.6626 3.2537  -0.826
9 N -1.1401 0.5817 2.2514  -0.521
10 C 0.1553 0.6017 2.5398  -0.519
11 C 0.6178 0.7017 3.8519  0.410
12 C 1.0943 0.4837 1.3751  -1.039
13 C 2.4596 0.6661 1.5120  0.611
14 C 3.3035 0.5338 0.4082  0.498
15 C 2.7042 0.2246 -0.8009  -0.690
16 C 1.3242 0.0654 -0.8638  -0.902
17 N 0.5380 0.1939 0.1969  -0.248
18 C 4.8073 0.7256 0.5779  2.082
19 C 5.0814 2.1380 1.1120  -1.618
20 C 5.5577 0.5522 -0.7421  -2.195
21 C 5.3341 -0.3119 1.5790  -1.581
22 H -0.0995 2.2773 8.0131  0.454
23 H -1.4841 2.2278 6.9185  0.329
24 H -0.0100 3.0663 6.4302  0.374
25 H -0.1002 -0.2477 8.1841  0.445
26 H -0.0233 -1.2414 6.7195  0.385
27 H -1.4892 -0.3360 7.0959  0.328
28 H 1.9381 0.9845 7.5689  0.431
29 H 2.1310 1.7549 5.9938  0.421
30 H 2.1278 -0.0126 6.1271  0.419
31 H -2.3997 0.8380 5.3403  0.440
32 H -3.0569 0.6259 2.9767  0.420
33 H 1.6776 0.6892 4.0482  0.481
34 H 2.8797 0.9168 2.4752  0.288
35 H 3.2769 0.1023 -1.7084  0.588
36 H 0.8080 -0.1683 -1.7909  0.667
37 H 4.7074 2.8929 0.4179  0.373
38 H 6.1563 2.2876 1.2361  0.455
39 H 4.6046 2.3042 2.0790  0.299
40 H 5.2319 1.2786 -1.4883  0.421
41 H 5.4202 -0.4485 -1.1544  0.422
42 H 6.6260 0.7008 -0.5731  0.430
43 H 4.8597 -0.2058 2.5557  0.304
44 H 6.4117 -0.1903 1.7110  0.441
45 H 5.1426 -1.3251 1.2217  0.387
46 C -2.7542 1.2144 -1.4745  -1.333
47 H -2.2957 2.1992 -1.3768  0.356
48 H -3.8378 1.3177 -1.4621  0.599
49 Cl -0.7382 -3.3118 1.0500  -0.304
50 C -2.2082 -2.2637 0.8738  -1.013
51 H -2.5914 -2.1495 1.8890  0.323
52 H -2.9240 -2.8807 0.3316  0.365
53 N -1.2159 -0.5948 -2.5525  -0.429
54 S -2.2368 0.5287 -3.0558  0.347
55 C -3.7852 -0.2913 -3.5015  0.456
56 C -4.9036 0.4465 -3.8646  -0.376
57 C -6.0593 -0.2082 -4.2620  -0.482
58 C -6.0890 -1.5975 -4.3090  -0.378
59 C -4.9596 -2.3255 -3.9621  -0.614
60 C -3.8004 -1.6727 -3.5620  -0.590
61 C -0.8441 -0.9827 -5.6258  -0.608
62 C 0.4790 -0.8956 -6.1056  0.116
63 C 0.8491 -1.0693 -7.4392  -0.572
64 C -0.1183 -1.3453 -8.3979  -0.211
65 C -1.4436 -1.4396 -7.9893  -0.776
66 C -1.7754 -1.2640 -6.6462  -0.205
67 H -0.7967 -0.9282 -3.4443  -0.174
68 H -4.8682 1.5304 -3.8415  0.407
69 H -6.9349 0.3635 -4.5456  0.354
70 H -6.9886 -2.1084 -4.6306  0.374
71 H -4.9743 -3.4072 -4.0181  0.360
72 H -2.8916 -2.2078 -3.3135  0.446
73 H 1.2856 -0.6757 -5.4010  0.266
74 H 1.8934 -0.9897 -7.7361  0.310
75 H 0.1544 -1.4828 -9.4395  0.324
76 H -2.2182 -1.6533 -8.7232  0.330
77 H -2.8339 -1.3520 -6.3891  0.153

- highest occupied orbital energy (eV) = -2.6
- HOMO-LUMO gap (eV) = 4.44
- energy relative to the best compared isomer or geometry (same formula, charge and spin) (kcal per mole) = 0.6
- total charge = -1


3.
The following is a DFT calculation (ωB97M-V with the def2-TZVPD basis set) of a molecular structure, C32H39Cl2NO8PS2Ti.

Last column: Mulliken charge in e.
Atoms and positions in Å:
1 Ti -0.5555 0.3844 0.7535  -1.149
2 C -5.3875 1.7717 2.1322  -1.751
3 C -3.9221 1.3784 2.3433  2.182
4 C -3.6261 1.3166 3.8438  -1.601
5 C -2.9579 2.2733 1.5851  0.455
6 C -1.6516 2.4975 2.0335  -1.231
7 C -0.7704 3.2834 1.2932  0.053
8 C -1.1421 3.8271 0.0669  0.973
9 C -0.1353 4.6065 -0.7276  -1.522
10 C -2.4396 3.6132 -0.3720  -0.831
11 C -3.3300 2.8603 0.3774  -0.288
12 H -5.5308 2.8352 2.3077  0.368
13 H -6.0174 1.2249 2.8309  0.452
14 H -5.7191 1.5258 1.1290  0.366
15 H -3.7844 0.3717 1.9250  -0.334
16 H -3.6146 2.3174 4.2725  0.379
17 H -2.6750 0.8257 4.0388  0.156
18 H -4.4048 0.7384 4.3383  0.470
19 H -1.3300 2.1424 3.0085  0.506
20 H 0.2127 3.5121 1.6898  0.329
21 H 0.7047 3.9502 -0.9546  0.184
22 H 0.2400 5.4526 -0.1495  0.406
23 H -0.5616 4.9725 -1.6588  0.344
24 H -2.7595 4.0219 -1.3210  0.303
25 H -4.3213 2.7005 -0.0154  0.128
26 Cl 3.1811 -0.7805 6.7452  -0.271
27 C 2.4415 -0.2324 5.2770  0.452
28 C 3.0483 0.8144 4.5895  -0.786
29 C 2.4559 1.2422 3.4156  0.571
30 Cl 3.1860 2.5085 2.4893  -0.241
31 C 1.2878 0.6714 2.8816  -0.662
32 O 0.8211 1.0820 1.7466  1.229
33 C 0.6529 -0.3798 3.6478  1.621
34 C -0.5615 -0.9245 3.2025  -1.468
35 O -1.2192 -0.5219 2.1544  0.039
36 C 1.2760 -0.8161 4.8433  -1.352
37 H 3.9550 1.2770 4.9414  0.452
38 H -1.0246 -1.7266 3.7896  0.200
39 H 0.8338 -1.6253 5.4039  0.412
40 C 0.1515 1.0128 -3.7837  -1.049
41 C 1.3046 0.0336 -3.6070  1.707
42 C 2.6273 0.7867 -3.4842  -1.539
43 C 1.3512 -0.9573 -4.7693  -1.573
44 O 1.0926 -0.7644 -2.4255  0.234
45 P 1.1738 -0.1549 -0.9640  0.762
46 O 0.4801 -1.1271 -0.0214  -0.219
47 O 0.5296 1.2008 -0.8260  -0.339
48 O 2.7300 -0.0295 -0.5916  -0.279
49 C 3.5243 -1.1539 -0.1837  1.696
50 C 4.9565 -0.8381 -0.6204  -1.870
51 C 3.4541 -1.2604 1.3377  -1.154
52 C 3.0373 -2.4528 -0.8160  -1.476
53 H 0.2741 1.5486 -4.7214  0.572
54 H 0.1323 1.7138 -2.9533  0.002
55 H -0.7942 0.4742 -3.7978  0.132
56 H 2.8136 1.3626 -4.3879  0.579
57 H 3.4441 0.0831 -3.3375  0.174
58 H 2.5851 1.4578 -2.6292  0.239
59 H 1.7075 -0.4524 -5.6651  0.413
60 H 0.3544 -1.3572 -4.9493  0.253
61 H 2.0195 -1.7814 -4.5288  0.287
62 H 5.2512 0.1352 -0.2382  0.339
63 H 5.0288 -0.8180 -1.7042  0.390
64 H 5.6291 -1.5976 -0.2306  0.415
65 H 3.7843 -0.3296 1.7882  0.227
66 H 4.0784 -2.0719 1.7041  0.595
67 H 2.4217 -1.4404 1.6287  -0.030
68 H 3.0204 -2.3721 -1.8988  0.220
69 H 2.0266 -2.6622 -0.4787  0.233
70 H 3.6891 -3.2721 -0.5243  0.537
71 O -1.6051 -1.7878 -5.0919  -0.758
72 S -2.5193 -2.0385 -3.9975  1.211
73 O -3.7956 -2.5757 -4.4156  -0.765
74 N -2.6947 -0.7124 -3.0540  -0.679
75 C -2.3742 -0.9992 -1.8101  0.611
76 S -2.5648 0.1696 -0.5721  -0.435
77 C -1.9138 -2.3471 -1.5494  0.180
78 C -1.5962 -2.9511 -0.3307  -0.118
79 C -1.1230 -4.2481 -0.3474  -0.510
80 C -0.9588 -4.9503 -1.5412  -0.598
81 C -1.3367 -4.3734 -2.7505  -0.619
82 C -1.8176 -3.0922 -2.7302  -0.120
83 H -1.7304 -2.3999 0.5957  0.291
84 H -0.8838 -4.7388 0.5866  0.412
85 H -0.5501 -5.9518 -1.5285  0.408
86 H -1.2660 -4.9134 -3.6819  0.470

- highest occupied orbital energy (alpha / beta) (eV) = -3.1 / -3.1
- HOMO-LUMO gap (alpha / beta) (eV) = 5.10 / 5.11
- energy relative to the best compared isomer or geometry (same formula, charge and spin) (kcal per mole) = 15.7
- total charge = -1


no.,E_tot (eV)
1,-72772.767
2,-66207.465
3,-130815.586